--- a ---
{"formula": "C2H11N3", "method": "ωB97M-V/def2-TZVPD", "species": ["N", "N", "N", "C", "C", "H", "H", "H", "H", "H", "H", "H", "H", "H", "H", "H"], "xyz": [[1.4019, -0.4642, -0.3206], [0.7171, 1.5917, 0.5261], [0.4318, 0.5626, -0.4194], [-1.1661, -0.8638, 1.0301], [-1.0624, 0.0589, -0.1770], [0.2912, -0.0076, -2.4148], [1.5546, -0.7572, 0.6674], [-1.6864, 0.9608, -0.0447], [1.6255, 2.0452, 0.3069], [-1.4155, -0.4594, -1.0836], [-0.8723, -0.3470, 1.9613], [-0.5486, -1.7699, 0.8856], [-0.1849, -0.4529, -2.8549], [-2.2178, -1.1982, 1.1289], [0.8247, 1.1935, 1.4811], [2.3071, -0.0926, -0.6724]], "lumo_energy_ev": 1.01, "orbital_gap_ev": 10.08, "molar_mass_g_mol": 77.1}

=====

--- b ---
{"formula": "C2H11N3", "method": "ωB97M-V/def2-TZVPD", "species": ["N", "N", "N", "C", "C", "H", "H", "H", "H", "H", "H", "H", "H", "H", "H", "H"], "xyz": [[-1.4337, -2.2758, 0.6788], [-0.5276, -0.0733, 1.1389], [1.9718, 0.7521, -1.2741], [1.0380, 1.8612, -1.5363], [-1.2715, -1.2482, 1.6733], [0.0255, -0.2203, 0.3044], [-0.6614, -2.7379, 0.2201], [-2.2343, -0.8416, 1.9839], [1.7770, 0.2731, -0.4111], [-1.1933, 0.6590, 0.9547], [-0.0244, 1.7041, -1.3344], [2.9235, 1.0444, -1.3778], [-0.8008, -1.6717, 2.5610], [1.3476, 2.7335, -0.9733], [1.1948, 2.1108, -2.5909], [-2.1309, -2.0695, -0.0170]], "lumo_energy_ev": 1.04, "orbital_gap_ev": 9.77, "smiles": "NCN.CN", "molar_mass_g_mol": 77.1}

=====

The computed energies, referenced to the most stable structure and given in kJ/mol, are a 217.2; b 0.0.

=====

--- a ---
{"formula": "C2H2O2S", "method": "ωB97M-V/def2-TZVPD", "species": ["S", "O", "O", "C", "C", "H", "H"], "xyz": [[1.7612, 0.3949, -0.2789], [-1.2470, -1.3131, -0.4046], [2.0399, -0.8418, 0.4305], [0.0849, 0.6384, -0.3592], [-0.9614, -0.3376, 0.1854], [-0.2340, 1.6446, -0.8435], [-1.4435, -0.1853, 1.2703]], "lumo_energy_ev": -0.78, "orbital_gap_ev": 9.15, "molar_mass_g_mol": 90.1}

=====

--- b ---
{"formula": "C2H2O2S", "method": "ωB97M-V/def2-TZVPD", "species": ["S", "O", "O", "C", "C", "H", "H"], "xyz": [[-2.3488, 0.0150, -0.0205], [-1.1497, -1.1653, 0.0119], [-1.0185, 1.0802, 0.0159], [1.1821, 0.0049, -0.0047], [-0.1197, 0.0924, 0.0112], [1.7631, 0.9070, -0.0386], [1.6915, -0.9342, 0.0248]], "lumo_energy_ev": -0.54, "orbital_gap_ev": 7.94, "molar_mass_g_mol": 90.1}

=====

The computed energies, referenced to the most stable structure and given in kJ/mol, are a 0.0; b 111.9.

=====

--- a ---
{"formula": "C2H5O3", "method": "ωB97M-V/def2-TZVPD", "species": ["O", "O", "O", "C", "C", "H", "H", "H", "H", "H"], "xyz": [[2.2910, -0.4701, 0.1567], [-1.1495, 1.2934, 1.2541], [-0.5225, -0.8607, 1.2284], [-0.8733, 0.2208, 0.6915], [-0.9136, 0.2662, -0.8598], [-1.9199, 0.1485, -1.2539], [1.3777, -0.8096, 0.1234], [-0.2775, 1.0736, -1.2040], [2.3410, -0.2625, 1.0968], [-0.3535, -0.5994, -1.2333]], "lumo_energy_ev": 4.39, "orbital_gap_ev": 8.46, "molar_mass_g_mol": 77.1, "charge": -1}

=====

--- b ---
{"formula": "C2H5O3", "method": "ωB97M-V/def2-TZVPD", "species": ["O", "O", "O", "C", "C", "H", "H", "H", "H", "H"], "xyz": [[0.2266, -1.5044, 1.0274], [-1.2375, 0.6125, 0.3015], [0.0293, 1.2435, -1.4559], [-0.9709, 1.2938, -0.7281], [1.5171, -1.2499, 0.5240], [-0.3584, -0.7446, 0.7108], [1.5900, -0.2275, 0.1467], [2.2542, -1.3901, 1.3223], [1.7624, -1.9142, -0.3141], [-1.7721, 2.0189, -1.0041]], "lumo_energy_ev": 4.44, "orbital_gap_ev": 9.06, "molar_mass_g_mol": 77.1, "charge": -1}

=====

--- c ---
{"formula": "C2H5O3", "method": "ωB97M-V/def2-TZVPD", "species": ["O", "O", "O", "C", "C", "H", "H", "H", "H", "H"], "xyz": [[-1.6357, 0.0287, -0.1317], [0.2040, -1.2280, -0.4830], [0.3812, 0.2509, -2.6614], [0.2196, 0.0612, 1.4998], [-0.4655, -0.4146, 0.2182], [0.0901, 1.0855, -2.1313], [0.8773, -0.6588, 2.0915], [0.8073, 1.1180, 1.3718], [0.2749, -0.3700, -1.8885], [-0.7533, 0.1270, 2.1144]], "lumo_energy_ev": 4.37, "orbital_gap_ev": 8.70, "molar_mass_g_mol": 77.1, "charge": -1}

=====

--- d ---
{"formula": "C2H5O3", "method": "ωB97M-V/def2-TZVPD", "species": ["O", "O", "O", "C", "C", "H", "H", "H", "H", "H"], "xyz": [[1.2041, -0.7831, -0.6088], [0.5695, -1.3617, 2.0977], [-0.1946, -0.5424, -2.3143], [-0.4100, 1.0052, -0.5373], [0.2971, -0.1620, -1.2081], [0.2408, 1.5976, 0.1277], [0.6057, -1.0511, 1.1647], [-0.2288, -0.9259, 2.4733], [-1.2023, 0.5376, 0.0712], [-0.8814, 1.6859, -1.2659]], "lumo_energy_ev": 4.14, "orbital_gap_ev": 8.14, "molar_mass_g_mol": 77.1, "charge": -1}

=====

The computed energies, referenced to the most stable structure and given in kJ/mol, are a 11.4; b 36.7; c 65.9; d 0.0.